Below is a structure of composition C23H27ErN4O2 in a non-equilibrium geometry, with properties calculated with ωB97M-V/def2-TZVPD.

```
57
Properties=species:S:1:pos:R:3:mulliken_charge:R:1
Er 0.81875 -0.75260 -0.54365 0.49
C -0.59984 1.20723 -3.88159 -1.38
C -0.65017 -0.29185 -3.54038 -0.62
C -1.78731 -0.73270 -2.59161 -0.93
N -1.27304 -1.32410 -1.36358 -0.34
C -2.14522 -1.75812 -0.45650 0.80
C -3.52540 -1.52254 -0.52514 -0.39
C -4.59159 -2.01624 0.23081 -0.70
C -4.62849 -3.03822 1.14939 -0.47
C -3.51700 -3.77543 1.56810 -0.30
C -2.18424 -3.52048 1.37216 -1.00
C -1.53028 -2.41657 0.73511 0.78
N -0.32013 -2.02538 1.04877 -0.17
C 0.30091 -2.50068 2.28662 -0.80
C 0.98425 -1.37139 3.06265 -0.86
C 2.21446 -0.76263 2.38713 -1.05
N 1.84352 0.11448 1.28579 -0.06
C 1.84423 1.42116 1.40372 1.00
C 2.12924 2.12122 2.60498 -0.86
C 2.55095 3.41919 2.80686 -0.55
C 2.82260 4.42277 1.88454 -0.47
C 2.53177 4.36602 0.53397 -0.59
C 1.83533 3.40407 -0.18371 -0.61
C 1.31545 2.15191 0.21296 1.28
N 0.38673 1.49359 -0.46996 -0.32
C -0.35941 2.21188 -1.49974 -1.67
C 0.21343 2.09078 -2.93008 -0.23
H -1.62546 1.58859 -3.93884 0.38
H -0.18106 1.32368 -4.88315 0.47
H 0.31798 -0.58899 -3.12939 0.27
H -0.73382 -0.85441 -4.47010 0.44
H -2.43425 -1.45953 -3.09493 0.62
H -2.42246 0.13719 -2.38609 0.43
H -3.81950 -0.82105 -1.29400 0.27
H -5.55081 -1.56563 -0.00384 0.31
H -5.59638 -3.33023 1.53577 0.32
H -3.73159 -4.65806 2.16248 0.34
H -1.50304 -4.23206 1.82128 0.55
H 1.04211 -3.27374 2.05345 0.26
H -0.44000 -2.95269 2.94472 0.67
H 1.28193 -1.77422 4.03445 0.42
H 0.25250 -0.57973 3.24916 0.27
H 2.82577 -1.57053 1.97551 0.35
H 2.82636 -0.24877 3.12762 0.59
H 2.04680 1.52213 3.50241 0.33
H 2.74569 3.67289 3.84358 0.33
H 3.27505 5.33221 2.25846 0.32
H 2.83437 5.23198 -0.04661 0.34
H 1.64658 3.65459 -1.22013 0.29
H -0.44218 3.26415 -1.21856 0.76
H -1.37603 1.81273 -1.48631 0.52
H 1.23668 1.71051 -2.86910 0.41
H 0.28294 3.08728 -3.37432 0.40
O 2.53124 -0.32425 -1.97800 -0.55
C 3.17037 -1.26764 -1.42874 0.13
O 2.60291 -2.14857 -0.71939 -0.63
H 4.25778 -1.30322 -1.55500 0.41
```

Values from the calculation:
spin multiplicity	4
frontier orbital gap (spin up / spin down)	7.44 / 7.45	eV

***

Below is a cluster of 2 separate species, C23H27F3N4O4S in total in a non-equilibrium geometry, with properties calculated with ωB97M-V/def2-TZVPD.

```
62
Properties=species:S:1:pos:R:3:mulliken_charge:R:1
O -6.00669 3.67219 1.52999 -0.62
O -1.68373 2.07499 3.25882 -0.69
O 5.65351 -4.04198 -2.16985 -0.63
O 4.96227 -5.28707 -4.19091 -0.67
F 2.23984 -0.18455 -3.54009 -0.27
F 2.22024 -2.19361 -4.44268 -0.27
F 0.83230 -1.70222 -2.78395 -0.28
C -5.69492 4.16398 2.60517 0.75
C -2.13756 3.21041 3.31373 0.02
C -0.39459 4.35470 0.49457 -0.81
C -1.70936 4.04365 0.42189 0.53
C 4.38404 -8.92662 -0.37060 -0.37
C -2.68292 1.34535 -2.18529 -0.89
C -1.38460 1.09910 -2.66809 -0.35
C 4.61549 -8.95630 -1.74844 -0.51
C 4.25230 -7.69888 0.28576 -0.65
C -2.90093 2.30061 -1.17334 -0.19
C -0.29370 1.81261 -2.14246 -1.06
C 4.70620 -7.76320 -2.47052 -0.26
C 4.35207 -6.50190 -0.43187 -0.12
C -1.82477 3.02807 -0.62018 1.01
C -0.52200 2.76063 -1.13535 -0.66
C 4.56903 -6.52768 -1.81810 -0.11
N 0.30825 3.60753 -0.43205 0.03
N -1.64422 4.03470 4.24998 -0.14
N -4.44571 4.19399 3.06888 -0.10
N 3.12766 -4.36186 -2.63729 -0.35
C -6.75181 4.78862 3.48637 -1.23
C -1.89309 5.46119 4.47258 -0.68
C 2.08367 -1.50827 -3.27913 0.90
C 2.88276 -3.31126 -1.64300 -0.58
C 3.13641 -1.92658 -2.25019 -0.89
C -2.80343 4.59494 1.27951 -1.10
C -3.28628 3.62377 2.36854 0.11
S 4.71073 -4.98968 -2.77787 1.34
H 0.03766 5.06704 1.18533 0.39
H 4.31223 -9.85512 0.18882 0.37
H -3.51943 0.79627 -2.59462 0.40
H -1.22715 0.36115 -3.44338 0.42
H 4.72616 -9.90694 -2.26186 0.38
H 4.08494 -7.67539 1.35865 0.38
H -3.90218 2.48146 -0.80733 0.53
H 0.70478 1.63460 -2.50952 0.51
H 4.88992 -7.80079 -3.54344 0.42
H 4.27542 -5.55537 0.09733 0.30
H 1.30719 3.67169 -0.56190 0.19
H -0.93693 3.59816 4.82219 0.29
H -4.29320 4.59152 3.97918 0.22
H 2.51074 -5.15547 -2.52548 0.35
H -6.80538 4.24188 4.42551 0.33
H -6.50214 5.83150 3.67241 0.32
H -7.71241 4.72987 2.97524 0.34
H -2.95688 5.67084 4.57121 0.18
H -1.48175 6.04577 3.64831 0.19
H -1.39641 5.77658 5.39227 0.36
H 1.84919 -3.37326 -1.28378 0.59
H 3.52942 -3.44820 -0.76878 0.18
H 3.13136 -1.19112 -1.44170 0.38
H 4.12364 -1.89710 -2.71930 0.36
H -3.64384 4.83202 0.62522 0.52
H -2.47327 5.52951 1.72975 0.25
H -3.60809 2.70952 1.86510 0.64
```

Values from the calculation:
frontier orbital gap	8.02	eV

***

Below is the ion C23H27N2O3 with charge +1, with properties calculated with ωB97M-V/def2-TZVPD.

```
55
Properties=species:S:1:pos:R:3:mulliken_charge:R:1
C -5.90736 -3.36993 0.24495 -1.45
C -4.50731 -2.91583 -0.13252 -0.33
H -3.75518 -3.51926 0.39476 0.37
H -4.35130 -3.01976 -1.21497 0.37
O -4.38513 -1.55466 0.24438 -0.45
C -3.24834 -0.88873 -0.01331 0.73
C -2.11612 -1.42364 -0.60165 -0.83
C -0.98472 -0.64034 -0.83268 0.49
C -0.99352 0.69530 -0.44279 -0.56
C -2.12534 1.25212 0.14884 -0.56
C -3.25716 0.48553 0.36741 0.71
O -4.39386 0.89908 0.94349 -0.54
C -4.57241 2.26209 1.29606 -0.44
C -4.88346 3.14178 0.09058 -1.02
H -5.76869 2.76891 -0.41738 0.33
H -4.05897 3.15005 -0.61831 0.28
H -5.07198 4.15841 0.42262 0.38
H -3.70013 2.63522 1.84585 0.35
H -5.42812 2.24886 1.97499 0.38
H -2.09024 2.28882 0.43988 0.74
N 0.15698 1.47150 -0.64036 0.22
C 0.22936 2.72915 -1.15059 -0.38
C 1.54501 3.09745 -1.22416 -1.29
C 2.31075 2.02637 -0.72845 -0.33
C 1.43397 1.02779 -0.38248 -0.21
C 1.63595 -0.27697 0.30719 0.49
C 3.02259 -0.39478 0.88648 -0.56
C 3.21416 -0.15965 2.24016 -0.38
C 4.48008 -0.18467 2.79730 -0.92
C 5.57219 -0.44937 1.99250 -0.69
C 5.40455 -0.69255 0.63957 -0.49
C 4.13679 -0.66568 0.07699 0.81
O 3.88657 -0.91345 -1.25758 -0.49
C 4.98110 -1.07057 -2.14362 -1.04
H 5.55548 -1.97026 -1.91006 0.38
H 4.54296 -1.16638 -3.13552 0.30
H 5.63351 -0.19618 -2.12170 0.39
H 6.26954 -0.89822 0.03122 0.46
H 6.56520 -0.46937 2.41221 0.41
H 4.61013 0.00383 3.85025 0.41
H 2.35813 0.05796 2.86052 0.46
H 0.89055 -0.36699 1.10734 0.67
N 1.36895 -1.42584 -0.64975 0.03
H 1.22898 -2.28171 -0.10709 0.41
H 2.24859 -1.50995 -1.20040 0.48
C 0.20848 -1.18842 -1.56002 -1.29
H -0.04086 -2.12906 -2.05268 0.62
H 0.53896 -0.46931 -2.31445 0.38
H 3.37650 1.99931 -0.62651 0.62
H 1.92304 4.03076 -1.58754 0.48
H -0.65262 3.25818 -1.45029 0.53
H -2.10611 -2.45579 -0.91362 0.47
H -6.64487 -2.76385 -0.27270 0.34
H -6.04477 -4.41155 -0.02915 0.42
H -6.05802 -3.25826 1.31463 0.33
```

Values from the calculation:
frontier orbital gap	8.32	eV
net charge	+1
relative energy (zero: lowest compared OMol25 entry of this formula, charge and spin)	0.0	kJ/mol

***

Below is the molecule C23H27N3O3, with properties calculated with ωB97M-V/def2-TZVPD.

```
56
Properties=species:S:1:pos:R:3:mulliken_charge:R:1
C -5.91960 -0.78071 0.36091 -1.25
C -4.73836 -1.72652 0.21125 -0.22
O -3.77034 -1.12372 -0.62018 -0.33
C -2.58719 -1.88615 -0.73557 -0.61
C -1.68406 -1.24073 -1.78150 0.12
H -2.23873 -1.16765 -2.71789 0.37
H -1.42176 -0.23056 -1.46524 -0.20
C -0.40380 -2.04479 -2.01494 -1.18
N 0.52109 -1.95105 -0.90900 -0.11
C 1.63853 -1.20646 -0.98323 0.51
O 2.02330 -0.64323 -1.98419 -0.68
C 2.39263 -1.15445 0.37181 0.14
N 1.65880 -0.29378 1.28630 0.01
C 0.57035 -0.68514 1.97069 0.74
O 0.12414 -1.82067 1.91809 -0.76
C -0.10525 0.43976 2.73989 -1.35
C -0.97345 1.10060 1.71518 0.35
C -2.25119 0.73986 1.39811 -0.96
N -2.68758 1.43889 0.31018 0.23
C -1.67574 2.24097 -0.13066 -1.13
C -1.61983 3.10687 -1.21563 -0.84
C -0.45313 3.81223 -1.41330 -0.62
C 0.63123 3.67901 -0.54185 -0.89
C 0.58270 2.82546 0.53652 -0.30
C -0.57459 2.07418 0.74735 1.96
H 1.42133 2.76222 1.21783 0.61
H 1.52219 4.26240 -0.72230 0.40
H -0.37282 4.48761 -2.25172 0.40
H -2.46389 3.21704 -1.88015 0.44
H -3.53146 1.22063 -0.19401 0.28
H -2.89014 0.03679 1.89528 0.45
H -0.71169 0.01357 3.53823 0.44
H 0.62672 1.13127 3.15634 0.36
H 1.90296 0.68410 1.26271 0.09
C 3.79402 -0.64377 0.19560 0.30
C 4.88529 -1.44336 0.50503 -0.43
C 6.17304 -0.96683 0.33356 -0.69
C 6.38025 0.31230 -0.15332 -0.47
C 5.29551 1.11170 -0.47111 -0.83
C 4.00724 0.63852 -0.29730 -0.30
H 3.16603 1.25778 -0.57129 0.47
H 5.45319 2.10660 -0.86067 0.40
H 7.38544 0.68327 -0.28944 0.38
H 7.01583 -1.59624 0.57893 0.39
H 4.72620 -2.44368 0.88191 0.38
H 2.39471 -2.16322 0.80126 0.34
H 0.22375 -2.28829 0.00086 0.32
H 0.12184 -1.65105 -2.88816 0.45
H -0.64807 -3.09799 -2.18705 0.39
H -2.83890 -2.91338 -1.04462 0.56
H -2.08082 -1.93861 0.24029 0.20
H -5.06758 -2.67883 -0.23384 0.37
H -4.29966 -1.95376 1.19565 0.30
H -6.30939 -0.52131 -0.61974 0.31
H -6.70416 -1.25921 0.94006 0.41
H -5.61512 0.13155 0.86807 0.27
```

Values from the calculation:
frontier orbital gap	8.81	eV
relative energy (zero: lowest compared OMol25 entry of this formula, charge and spin)	116.1	kJ/mol

***

Below is the molecule C23H27N3O5, with properties calculated with ωB97M-V/def2-TZVPD.

```
58
Properties=species:S:1:pos:R:3:mulliken_charge:R:1
C -5.83627 -0.94189 1.42037 -1.01
H -5.98101 -0.35697 0.51504 0.19
H -6.80140 -1.07949 1.90218 0.42
H -5.19032 -0.38114 2.09207 0.30
C -5.21033 -2.29709 1.08509 -1.11
C -3.85775 -2.12500 0.45544 0.74
C -3.73738 -1.85415 -0.90302 -0.62
C -2.49714 -1.68035 -1.48340 -0.62
C -1.33951 -1.77953 -0.71396 0.54
C -1.44848 -2.03105 0.64907 -0.51
C -2.69858 -2.19770 1.21661 -0.82
H -2.76982 -2.39738 2.27585 0.34
H -0.56042 -2.10385 1.25359 0.50
N -0.11113 -1.62361 -1.37218 0.03
C 1.14223 -1.76967 -0.87767 0.48
O 1.41452 -2.07322 0.26371 -0.67
C 2.22854 -1.48534 -1.91523 -1.16
H 1.87460 -1.71022 -2.92135 0.44
H 3.09659 -2.10514 -1.68896 0.57
C 2.63688 0.00017 -1.85978 0.00
N 3.32436 0.38784 -0.66115 0.23
C 2.65110 1.31940 0.05047 0.39
O 2.98620 1.83502 1.08218 -0.62
N 1.46509 1.60585 -0.67169 0.51
C 1.38964 0.88525 -1.82048 0.17
O 0.51017 0.90392 -2.64901 -0.63
C 0.48872 2.52901 -0.21813 -0.22
C 0.88706 3.75421 0.29055 -0.69
C -0.08264 4.64133 0.72999 -0.63
C -1.42006 4.31942 0.64737 -0.64
C -1.81771 3.08462 0.12916 0.58
C -0.85345 2.17917 -0.29643 0.25
H -1.12343 1.21296 -0.68861 0.32
O -3.15559 2.86199 0.08593 -0.51
C -3.61828 1.64454 -0.44887 -0.61
H -3.28895 0.78928 0.14891 0.20
H -3.29016 1.51007 -1.48404 0.36
H -4.70466 1.70846 -0.42034 0.28
H -2.18411 5.00438 0.97830 0.46
H 0.21400 5.59690 1.13411 0.37
H 1.93322 4.00160 0.35470 0.44
C 4.59640 -0.13962 -0.23019 -0.96
H 5.23018 0.70477 0.05854 0.45
C 4.44832 -1.11043 0.96008 -0.08
O 5.60285 -1.88455 1.16835 -0.43
C 6.67116 -1.19348 1.76960 -0.71
H 7.41773 -1.94456 2.02177 0.28
H 6.34624 -0.68182 2.68249 0.31
H 7.11887 -0.45797 1.09181 0.27
H 3.64116 -1.81964 0.76128 0.08
H 4.19093 -0.53496 1.85866 0.37
H 5.05815 -0.66252 -1.07062 0.28
H 3.24012 0.23547 -2.74795 0.34
H -0.19788 -1.31639 -2.33317 0.28
H -2.41832 -1.47123 -2.54132 0.41
H -4.62502 -1.78518 -1.51494 0.38
H -5.11647 -2.88541 1.99959 0.37
H -5.86874 -2.83510 0.39963 0.36
```

Values from the calculation:
frontier orbital gap	9.00	eV
relative energy (zero: lowest compared OMol25 entry of this formula, charge and spin)	137.7	kJ/mol

***

Below is the molecule C23H27N3O5, with properties calculated with ωB97M-V/def2-TZVPD.

```
58
Properties=species:S:1:pos:R:3:mulliken_charge:R:1
C -8.68912 -1.34606 1.10757 -0.89
H -9.22858 -1.01764 1.99478 0.25
O -7.53012 -0.55284 1.05053 -0.40
C -6.66173 -0.74612 0.01376 -0.05
C -5.54328 0.08399 0.02461 -0.10
C -4.56941 0.00583 -0.96723 1.11
C -4.75180 -0.94307 -1.98377 -0.65
C -5.85287 -1.76913 -1.98200 -0.85
C -6.81994 -1.68924 -0.99174 -0.61
H -7.67142 -2.34884 -1.02288 0.41
H -5.97389 -2.49103 -2.77658 0.36
H -4.04444 -1.01550 -2.79461 0.42
N -3.48581 0.87438 -1.02097 0.08
C -2.17260 0.36555 -1.34321 -1.12
H -2.24111 -0.47636 -2.02880 0.36
C -1.42724 -0.08331 -0.06891 -0.46
N -1.35028 1.01206 0.87097 0.02
C -0.24692 1.79745 1.05551 0.60
O -0.32821 2.92777 1.50336 -0.65
C 1.05745 1.17400 0.75714 0.47
C 2.13889 1.73418 0.13305 -1.47
C 3.17487 0.76437 0.13699 1.17
C 2.67582 -0.36802 0.80527 -1.05
N 1.38379 -0.11049 1.15133 0.05
H 0.81007 -0.69192 1.73819 0.23
C 3.44929 -1.50455 1.02167 -1.07
C 4.74014 -1.48761 0.53560 1.07
C 5.26213 -0.36760 -0.17351 0.78
C 4.49212 0.77210 -0.37025 0.15
O 4.84558 1.92295 -0.99126 -0.46
C 6.16541 2.14199 -1.43775 -0.77
H 6.89431 1.95837 -0.64710 0.31
H 6.40832 1.52018 -2.30343 0.24
H 6.19427 3.19154 -1.73187 0.29
O 6.57753 -0.42847 -0.61863 -0.57
C 6.80276 -1.31579 -1.69435 -0.74
H 7.85572 -1.20997 -1.95079 0.26
H 6.59885 -2.35142 -1.41359 0.27
H 6.18595 -1.05110 -2.56247 0.30
O 5.62160 -2.52051 0.68425 -0.43
C 5.23474 -3.62476 1.46043 -0.96
H 6.10347 -4.28084 1.49153 0.25
H 4.97024 -3.32632 2.47976 0.36
H 4.39332 -4.16143 1.00839 0.35
H 3.04592 -2.34829 1.55604 0.42
H 2.18799 2.71578 -0.29015 0.62
C -2.65311 1.56482 1.19315 -0.75
H -2.49803 2.42746 1.84219 0.48
C -3.37550 1.98029 -0.09456 -1.17
H -4.36142 2.38808 0.12134 0.56
H -2.78342 2.76101 -0.58517 0.42
H -3.22935 0.79830 1.72128 0.40
H -0.42978 -0.42542 -0.34060 0.59
H -1.98270 -0.90762 0.39569 0.11
H -1.59918 1.16582 -1.82428 0.36
H -5.47674 0.78336 0.84116 0.43
H -9.32130 -1.19930 0.22570 0.35
H -8.44577 -2.40927 1.20618 0.35
```

Values from the calculation:
frontier orbital gap	8.16	eV
relative energy (zero: lowest compared OMol25 entry of this formula, charge and spin)	415.3	kJ/mol